No. 1
C8H7BrClN2 | ωB97M-V/def2-TZVPD

```
19
Properties=species:S:1:pos:R:3:nbo_charge:R:1
C 0.039 -1.920 -2.156 -0.146
C -1.182 -1.215 -2.102 -0.197
C 1.018 -1.740 -1.148 -0.220
C -1.421 -0.396 -1.017 -0.183
C 0.633 -0.973 -0.061 -0.030
C -0.540 -0.219 -0.016 0.030
C -0.304 1.200 1.987 0.479
C 0.950 2.823 0.602 -0.013
N 0.723 2.037 1.665 -0.647
N -0.992 0.341 1.229 -0.408
Cl 1.776 -0.886 1.241 0.026
Br 2.440 3.802 0.674 0.227
H 0.326 -2.755 -2.887 0.253
H -2.056 -1.504 -2.785 0.257
H 2.062 -2.205 -1.312 0.271
H -2.276 0.192 -1.081 0.237
H -0.788 1.362 2.898 0.218
H 1.312 2.059 2.471 0.406
H -1.721 -0.004 1.798 0.438
```

Properties
LUMO level: -5.435 eV
net charge: +1
total energy: -93944.1424 eV
spin multiplicity: 1
largest force on an atom: 0.0945 hartree/bohr

No. 2
C8H7BrN2O | ωB97M-V/def2-TZVPD

```
19
Properties=species:S:1:pos:R:3:nbo_charge:R:1
C 1.658 0.217 2.197 -0.170
C 1.830 0.743 0.903 -0.229
C 0.670 -0.709 2.405 -0.232
C 0.987 0.424 -0.085 -0.175
C -0.172 -1.070 1.298 -0.153
C -0.039 -0.544 0.036 -0.148
C -1.788 0.876 -1.750 0.633
C -0.730 -1.112 -1.131 -0.100
N -1.468 2.103 -1.257 -0.045
N -2.708 1.907 -1.646 -0.020
O -1.935 -0.370 -1.479 -0.449
Br -0.908 1.073 -4.100 -0.498
H 2.440 0.468 3.041 0.223
H 2.465 1.617 0.854 0.225
H 0.746 -1.266 3.355 0.226
H 1.081 0.816 -1.105 0.226
H -0.731 -2.034 1.560 0.218
H -0.194 -1.023 -2.137 0.243
H -1.204 -2.118 -0.958 0.227
```

Properties
LUMO level: -1.305 eV
total energy: -83474.9620 eV
spin multiplicity: 1
largest force on an atom: 0.0710 hartree/bohr

No. 3
C8H7ClN2 | ωB97M-V/def2-TZVPD

```
18
Properties=species:S:1:pos:R:3:nbo_charge:R:1
Cl -3.271 -2.489 1.152 -0.071
C -1.521 -2.745 1.047 -0.294
C -0.816 -1.411 0.524 0.130
C -1.398 -0.241 0.253 -0.153
N -0.358 0.544 -0.193 -0.304
C -0.266 1.866 -0.657 0.028
C 0.944 2.452 -0.912 -0.258
C 2.138 1.690 -0.735 -0.194
C 2.084 0.392 -0.274 -0.214
C 0.786 -0.203 0.021 0.322
N 0.552 -1.505 0.420 -0.467
H -0.930 -3.007 1.945 0.222
H -1.452 -3.405 0.507 0.149
H -2.371 0.144 0.163 0.231
H -1.181 2.325 -0.635 0.204
H 0.995 3.405 -1.214 0.216
H 3.084 2.256 -1.128 0.224
H 2.984 -0.071 -0.284 0.227
```

Properties
SMILES: ClCc1cn2ccccc2n1
LUMO level: 0.538 eV
total energy: -23909.5686 eV
spin multiplicity: 1
largest force on an atom: 0.3236 hartree/bohr

No. 4
C8H7F3N2O2PtS | ωB97M-V/def2-TZVPD

```
24
Properties=species:S:1:pos:R:3:nbo_charge:R:1
Pt 0.374 -0.210 -1.473 0.754
N 0.400 -2.315 -1.433 -0.783
C 1.521 -2.851 -2.232 -0.351
C 1.806 -1.878 -3.382 0.756
O 2.371 -2.299 -4.365 -0.613
O 1.480 -0.645 -3.155 -0.737
H 0.339 -2.687 -0.493 0.390
H -0.464 -2.562 -1.907 0.402
H 1.287 -3.827 -2.654 0.217
H 2.408 -2.941 -1.609 0.225
F -0.586 4.344 0.985 -0.308
C -1.518 3.518 1.478 0.983
F -2.611 3.639 0.708 -0.312
F -1.841 3.965 2.704 -0.322
C -1.033 2.095 1.526 -0.218
C -0.912 1.417 2.723 -0.106
C -0.400 0.121 2.749 -0.286
C -0.057 -0.474 1.555 0.069
N -0.247 0.154 0.395 -0.471
C -0.672 1.441 0.343 0.104
S -0.545 1.970 -1.300 -0.073
H -1.190 1.910 3.644 0.244
H -0.270 -0.413 3.678 0.236
H 0.360 -1.471 1.512 0.200
```

Properties
LUMO level: -0.383 eV
total energy: -37720.5414 eV
spin multiplicity: 1
largest force on an atom: 0.0216 hartree/bohr

No. 5
C8H7F5N2OS2SbSe4Tc | ωB97M-V/def2-TZVPD

```
31
Properties=species:S:1:pos:R:3:nbo_charge:R:1
Tc -0.091 0.467 0.907 0.568
F -2.645 0.816 -5.372 -0.242
C -1.825 0.678 -4.358 0.333
C -1.800 1.643 -3.355 0.278
F -2.594 2.696 -3.424 -0.255
C -0.936 1.485 -2.290 0.347
F -0.896 2.421 -1.334 -0.292
C -0.094 0.380 -2.198 -0.387
S 1.131 0.229 -0.945 0.215
C -0.135 -0.573 -3.213 0.351
F 0.666 -1.631 -3.145 -0.277
C -0.989 -0.433 -4.290 0.322
F -1.017 -1.342 -5.244 -0.258
Se 0.007 -2.471 5.608 -0.151
Sb -1.140 -0.465 6.626 0.895
Se 0.026 -0.176 3.178 0.350
Se -1.754 0.712 4.295 -0.187
Se 1.349 -0.631 6.280 -0.147
N 2.855 -2.035 0.755 -0.731
C 3.292 -0.811 0.970 0.385
N 4.527 -0.464 0.677 -0.720
S 2.288 0.413 1.765 -0.046
H 3.426 -2.741 0.310 0.430
H 1.911 -2.284 1.000 0.433
H 5.214 -1.125 0.343 0.430
H 4.831 0.486 0.829 0.445
C -3.202 0.961 1.142 -0.259
O -1.808 0.780 0.925 -0.513
H -3.371 2.025 1.299 0.234
H -3.508 0.382 2.012 0.222
H -3.716 0.611 0.248 0.229
```

Properties
LUMO level (alpha / beta): -9.017 / -9.015 eV
net charge: +2
total energy: -318799.5306 eV
spin multiplicity: 1
largest force on an atom: 0.0094 hartree/bohr

No. 6
C8H7FN5 | ωB97M-V/def2-TZVPD

```
21
Properties=species:S:1:pos:R:3:nbo_charge:R:1
F 2.695 -1.215 0.364 -0.362
C 1.847 -0.672 -0.577 0.363
N 1.403 -1.835 -1.459 -0.705
C 0.810 -2.146 -2.777 0.397
N 0.137 -1.297 -3.543 -0.434
N -0.218 -2.058 -4.582 -0.174
N 0.223 -3.266 -4.425 -0.170
N 0.898 -3.372 -3.276 -0.436
C 0.652 -0.047 0.084 0.023
C 0.283 1.260 -0.191 -0.223
C -0.840 1.805 0.410 -0.215
C -1.593 1.050 1.291 -0.219
C -1.220 -0.256 1.572 -0.216
C -0.106 -0.805 0.970 -0.205
H 2.435 0.070 -1.142 0.145
H 1.966 -2.641 -1.219 0.386
H 0.866 1.846 -0.885 0.211
H -1.132 2.821 0.184 0.204
H -2.473 1.473 1.753 0.202
H -1.807 -0.847 2.263 0.204
H 0.185 -1.826 1.166 0.224
```

Properties
SMILES: F[C@@H](Nc1nn[n-]n1)c1ccccc1
LUMO level: 3.165 eV
net charge: -1
total energy: -18577.4825 eV
spin multiplicity: 1
largest force on an atom: 0.0618 hartree/bohr

No. 7
C8H7N | ωB97M-V/def2-TZVPD

```
16
Properties=species:S:1:pos:R:3:nbo_charge:R:1
C -2.224 -0.199 -0.145 0.230
C 1.179 -1.371 -0.150 -0.253
C 1.186 -0.354 -1.003 -0.166
C 0.461 1.850 0.057 -0.138
C -0.562 1.527 0.866 -0.195
C 0.173 -1.543 0.887 -0.288
C 0.150 0.722 -0.931 -0.294
C -1.004 0.426 0.027 -0.084
N -3.236 -0.740 -0.257 -0.312
H 1.959 -2.126 -0.197 0.218
H 1.961 -0.252 -1.750 0.212
H 1.221 2.603 0.056 0.215
H -0.949 1.931 1.782 0.221
H -0.575 -2.314 0.801 0.209
H 0.400 -1.211 1.889 0.199
H -0.141 1.052 -1.933 0.226
```

Properties
LUMO level (alpha / beta): -0.048 / -0.634 eV
total energy: -9894.4921 eV
spin multiplicity: 1
largest force on an atom: 0.0509 hartree/bohr

Look up the spin multiplicity of the fourth one.
1